Entry 1:
The following is a quantum chemistry calculation of a molecular structure, C24H31IMgN2O in a non-equilibrium geometry, from the OMol25 dataset.

```
60
Properties=species:S:1:pos:R:3:lowdin_charge:R:1
C 3.58952 4.11709 -0.79060 -0.205
C 4.76310 3.20894 -1.15705 -0.172
H 3.28226 4.72627 -1.64522 0.057
H 3.85426 4.79739 0.02702 0.065
H 2.71073 3.53915 -0.48598 -0.042
H 4.45730 2.41979 -1.84811 0.056
H 5.55640 3.79068 -1.63816 0.058
H 5.19025 2.73772 -0.26660 0.060
C -2.85303 0.94925 -2.51282 -0.126
C -4.02093 0.88548 -3.26912 -0.032
C -4.24404 -0.21150 -4.09318 -0.033
C -3.24947 -1.18918 -4.17839 0.003
H -2.59106 1.83423 -1.92108 0.053
H -4.73906 1.69898 -3.17886 0.117
H -5.16742 -0.31717 -4.66193 0.118
H -3.37976 -2.05964 -4.82105 0.105
N -1.95208 -0.05468 -2.50346 0.026
C -2.09448 -1.07056 -3.39369 -0.193
C -0.98055 -2.03937 -3.44070 -0.184
N 0.08646 -1.78435 -2.61787 0.075
C 1.13257 -2.62949 -2.70883 -0.098
C 0.01200 -4.08414 -4.27403 -0.039
C 1.13279 -3.79193 -3.49021 -0.040
H 2.02375 -2.36805 -2.11719 0.127
H 1.99018 -4.45748 -3.47015 0.111
C -1.04256 -3.18026 -4.26294 -0.002
H -1.93918 -3.36009 -4.86007 0.107
H -0.04782 -4.99526 -4.87507 0.120
Mg -0.24744 0.18857 -1.12830 0.469
I 0.18336 2.79646 -1.75792 0.214
C 1.02576 3.28938 2.00352 -0.085
C -0.27349 2.74210 2.62162 -0.384
C -1.57975 3.14052 1.90732 -0.072
C -0.19741 1.27785 3.01891 -0.124
C -0.23130 1.10284 4.38406 -0.071
C -0.13871 -0.15934 4.98383 -0.102
C -0.01165 -1.28091 4.17879 -0.074
C 0.02657 -1.16153 2.78741 -0.150
C 0.19572 -2.44713 2.01332 -0.383
C 1.51249 -3.15207 2.39954 -0.075
C -0.98287 -3.40378 2.28559 -0.074
C -0.10208 0.11615 2.14340 -0.289
O -0.14482 0.21547 0.84793 -0.246
H 1.44634 2.63025 1.22826 0.038
H 1.76649 3.40065 2.81804 0.084
H 0.81138 4.27242 1.57461 0.068
H -0.34007 3.28654 3.59047 0.114
H -1.85977 2.45397 1.09409 0.051
H -2.38332 3.14446 2.66704 0.080
H -1.44741 4.15358 1.51845 0.066
H -0.33049 1.93839 5.07331 0.105
H -0.16511 -0.26109 6.07167 0.093
H 0.06585 -2.25524 4.66053 0.102
H 0.22270 -2.21738 0.93275 0.110
H 1.55624 -3.38587 3.47083 0.073
H 1.63161 -4.09375 1.84970 0.069
H 2.36809 -2.50962 2.16120 0.080
H -1.92197 -2.94638 1.95303 0.079
H -0.85311 -4.35117 1.74832 0.069
H -1.08192 -3.63616 3.35405 0.073
```

DFT total energy in Ha: -1615.78855

---

Entry 2:
The following is a quantum chemistry calculation of C24H31N3O in the gas phase, from the OMol25 dataset.

```
59
Properties=species:S:1:pos:R:3:lowdin_charge:R:1
C 4.51425 -4.35494 -1.65604 -0.068
C 3.91265 -2.97598 -1.92749 -0.191
N 2.71165 -2.76285 -1.16774 -0.062
C 2.63842 -2.13260 0.04418 -0.004
C 1.36352 -2.15459 0.52900 -0.165
C 0.84358 -1.54436 1.78735 -0.146
N -0.19162 -0.57214 1.48670 -0.156
C -0.95686 -0.18144 2.65788 -0.160
C -1.55607 1.21804 2.48936 -0.183
N -2.00697 1.40479 1.13028 -0.114
C -2.87614 2.55622 0.94024 -0.141
C -2.20416 3.89234 1.14782 -0.211
C -2.05540 4.42473 2.42365 -0.053
C -1.37391 5.61270 2.61975 -0.084
C -0.83039 6.28886 1.54061 -0.096
C -0.98540 5.77738 0.26395 -0.083
C -1.66878 4.58939 0.07018 -0.054
C -0.94121 1.27878 0.13660 -0.276
C -1.48831 0.45962 -1.04368 -0.115
C -0.65658 0.55942 -2.32299 -0.251
O 0.57508 -0.12030 -2.27155 -0.070
C 0.27484 0.58134 0.75194 -0.128
C 0.58032 -2.84612 -0.44349 -0.143
C -0.77287 -3.17497 -0.52951 -0.033
C -1.21488 -3.84920 -1.64507 -0.094
C -0.33620 -4.20644 -2.67301 -0.093
C 1.00620 -3.90079 -2.61191 -0.017
C 1.46364 -3.21492 -1.49084 -0.193
H 5.41609 -4.49412 -2.24617 0.071
H 3.80120 -5.13404 -1.91454 0.071
H 4.76547 -4.45540 -0.60263 0.075
H 4.63057 -2.19613 -1.66005 0.122
H 3.67695 -2.87347 -2.99079 0.121
H 3.51899 -1.70085 0.48210 0.133
H 1.68049 -1.10130 2.36005 0.128
H 0.38405 -2.32269 2.40696 0.129
H -0.33669 -0.18274 3.57152 0.119
H -1.75892 -0.91595 2.79203 0.119
H -2.41981 1.31204 3.15307 0.122
H -0.81637 1.97798 2.79852 0.115
H -3.71163 2.44744 1.63867 0.125
H -3.27365 2.50252 -0.07678 0.116
H -2.48750 3.90996 3.27014 0.108
H -1.26794 6.01336 3.61777 0.101
H -0.29639 7.21532 1.69347 0.099
H -0.57585 6.30652 -0.58449 0.102
H -1.80301 4.20715 -0.93254 0.110
H -0.61633 2.26722 -0.22582 0.134
H -1.55262 -0.58218 -0.72726 0.102
H -2.49754 0.80517 -1.27028 0.109
H -1.25351 0.17352 -3.16416 0.115
H -0.40425 1.60259 -2.53428 0.117
H 0.40068 -1.03649 -2.01751 0.059
H 0.84414 1.28394 1.38756 0.132
H 0.93594 0.25332 -0.04987 0.113
H -1.44673 -2.89865 0.26659 0.112
H -2.25834 -4.11352 -1.73533 0.098
H -0.72077 -4.73701 -3.53165 0.099
H 1.67487 -4.18547 -3.41051 0.106
```

SMILES: CCn1cc(CN2CCN(Cc3ccccc3)[C@H](CCO)C2)c2ccccc21
ΔE to the lowest compared entry with this formula, charge and spin in kJ/mol: 0.0
DFT total energy in Ha: -1172.63445

---

Entry 3:
The following is a quantum chemistry calculation of C24H31N3O2 in the gas phase in a non-equilibrium geometry, from the OMol25 dataset.

```
60
Properties=species:S:1:pos:R:3:lowdin_charge:R:1
O -4.74096 -1.33813 -1.53080 0.084
C -3.86694 -0.85731 -0.81583 -0.551
N -4.19556 0.29418 -0.05193 0.119
C -5.62968 0.65888 -0.21379 -0.125
C -6.46218 0.53359 1.30543 -0.101
C -7.87161 1.15205 1.35858 -0.109
C -7.67054 2.79099 0.77443 -0.210
C -6.94779 3.01331 -0.50612 -0.211
C -5.47962 2.28626 -0.36012 -0.137
C -2.75594 -1.27060 -0.45898 -0.052
C -1.57226 -0.44935 -0.18969 0.016
C -0.35693 -1.03788 0.07731 -0.026
C -0.06524 -2.27381 -0.55069 -0.101
O 1.14317 -3.15779 -0.12181 -0.072
C 2.36651 -2.42341 0.09711 -0.374
C 2.38938 -1.97843 1.43563 -0.159
C 3.87973 -1.45780 1.87200 -0.245
N 4.23394 -0.63180 0.85371 -0.157
C 5.60803 0.03596 1.37250 0.013
C 5.63833 1.40640 0.60843 -0.296
C 4.83771 2.13689 0.16168 -0.094
C 5.18897 3.29385 -0.66652 -0.138
C 6.21469 3.58839 -1.21653 -0.078
C 7.21642 2.42230 -0.80913 -0.118
N 6.90669 1.45084 -0.07397 0.085
C 4.25123 -1.15058 -0.45196 -0.197
C 2.92210 -1.31313 -0.82984 -0.102
C -1.05900 -3.22678 -0.70393 -0.047
C -2.38966 -2.90372 -0.85515 0.165
H -3.65511 0.48486 0.65613 0.053
H -6.24470 0.34472 -0.96880 0.097
H -6.40512 -0.34241 1.37815 -0.043
H -5.85898 1.10291 2.19220 0.160
H -8.33613 0.64297 0.45724 0.117
H -8.34251 1.07730 2.22003 0.033
H -7.11920 3.23940 1.58556 0.077
H -8.70990 3.19394 0.96025 0.102
H -7.44194 2.37094 -1.34741 0.134
H -6.76500 4.14496 -0.56893 0.127
H -5.05061 2.67248 -1.27805 0.087
H -5.02995 2.89527 0.33879 0.062
H -1.55525 0.48665 0.19208 0.077
H 0.53088 -0.32025 0.20191 0.131
H 2.94385 -3.40090 0.17098 0.186
H 1.79637 -1.00302 1.87278 0.158
H 2.09239 -2.77405 2.21486 0.139
H 3.95673 -1.12804 2.94388 0.125
H 4.64189 -2.44096 1.96230 0.157
H 5.51013 0.46633 2.21033 0.034
H 6.56809 -0.51479 0.99633 0.159
H 3.90394 1.91742 0.56088 0.116
H 4.28929 4.17644 -0.97509 0.180
H 6.44885 4.44723 -1.70070 0.072
H 8.31063 2.69103 -1.24095 0.137
H 4.63797 -0.28527 -1.13561 0.186
H 4.85200 -1.82427 -0.40244 0.046
H 2.26673 -0.63034 -1.07846 0.082
H 2.90054 -1.94654 -1.59438 0.098
H -1.03306 -4.33331 -0.75603 0.135
H -3.18932 -3.17788 -1.19621 -0.006
```

SMILES: O=C(NC1CCCCC1)c1ccc(OC2CCN(Cc3ccccn3)CC2)cc1
ΔE to the lowest compared entry with this formula, charge and spin in kJ/mol: 2230.2
DFT total energy in Ha: -1247.10473

---

Entry 4:
The following is a quantum chemistry calculation of C24H31N3O6S in the gas phase, from the OMol25 dataset.

```
65
Properties=species:S:1:pos:R:3:lowdin_charge:R:1
C 4.81611 -7.36313 -2.37371 -0.079
O 5.11132 -6.00541 -2.13384 -0.073
C 4.21370 -5.24712 -1.46385 -0.266
C 2.98371 -5.70251 -0.98860 -0.001
C 2.14449 -4.83330 -0.31335 -0.044
C 2.52796 -3.52420 -0.11114 -0.291
S 1.41859 -2.41554 0.72470 0.670
O 0.53974 -3.14362 1.59080 -0.281
O 2.15758 -1.32757 1.30943 -0.289
N 0.47949 -1.87232 -0.57346 -0.106
C -0.56680 -0.99498 -0.07944 -0.130
C 0.03282 0.37620 0.21513 -0.430
O 0.92003 0.80825 -0.51444 0.038
N -0.43994 1.04673 1.27229 0.020
C 0.15332 2.32411 1.64498 -0.016
C -0.30391 3.47196 0.72945 -0.465
O -1.13105 4.29055 1.07857 0.059
N 0.35875 3.50407 -0.44013 0.085
C -0.01728 4.40946 -1.49474 -0.111
C -0.92514 3.71705 -2.53439 -0.322
C -1.56680 4.74175 -3.47768 -0.123
C -2.82235 5.16507 -2.70340 -0.139
C -3.01620 4.03781 -1.66914 -0.190
O -2.01275 3.06552 -1.92008 -0.120
C -1.44647 0.52461 2.14019 -0.157
C -1.05490 -0.02024 3.36878 -0.192
C 0.38509 -0.08452 3.77128 -0.018
C -2.03798 -0.51122 4.21594 -0.038
C -3.37353 -0.46160 3.86013 -0.071
C -3.74259 0.08140 2.64593 -0.043
C -2.78840 0.58136 1.76646 -0.191
C -3.23568 1.15588 0.45831 -0.020
C 3.74509 -3.05653 -0.57610 -0.048
C 4.58648 -3.91415 -1.25034 0.015
H 5.67644 -7.75851 -2.91095 0.095
H 3.92049 -7.47557 -2.99195 0.097
H 4.68785 -7.91636 -1.43866 0.098
H 2.67484 -6.72464 -1.13656 0.106
H 1.19245 -5.15854 0.07357 0.119
H 1.07856 -1.33750 -1.19715 0.103
H -0.99245 -1.46165 0.80843 0.116
H -1.33734 -0.89230 -0.84982 0.139
H -0.16375 2.56182 2.66031 0.137
H 1.24322 2.23690 1.59566 0.142
H 0.87769 2.66570 -0.69465 0.109
H -0.55210 5.23931 -1.02775 0.127
H 0.88182 4.78407 -1.99121 0.130
H -0.35286 2.94198 -3.05403 0.152
H -1.83885 4.25704 -4.41511 0.113
H -0.90093 5.57455 -3.69173 0.112
H -2.67256 6.12034 -2.20301 0.108
H -3.68501 5.25636 -3.36031 0.105
H -3.97893 3.53195 -1.76766 0.119
H -2.91558 4.41529 -0.64455 0.108
H 0.73393 0.88923 4.11585 0.086
H 1.01549 -0.39507 2.94045 0.052
H 0.51328 -0.79577 4.58290 0.086
H -1.74878 -0.94100 5.16333 0.110
H -4.12594 -0.84783 4.53146 0.103
H -4.78467 0.12394 2.36514 0.113
H -2.43186 1.65247 -0.07546 0.056
H -4.03106 1.87919 0.62837 0.091
H -3.63587 0.36710 -0.17874 0.092
H 4.01658 -2.03013 -0.38736 0.118
H 5.54340 -3.58619 -1.62335 0.122
```

SMILES: COc1ccc(S(=O)(=O)NCC(=O)N(CC(=O)NC[C@@H]2CCCO2)c2c(C)cccc2C)cc1
ΔE to the lowest compared entry with this formula, charge and spin in kJ/mol: 187.2
DFT total energy in Ha: -1947.06186

---

Question: The highest DFT total energy belongs to which entry?
Answer: C24H31N3O

---

What did the second record say?
The following is a quantum chemistry calculation of C24H31N3O in the gas phase, from the OMol25 dataset.

```
59
Properties=species:S:1:pos:R:3:lowdin_charge:R:1
C 4.51425 -4.35494 -1.65604 -0.068
C 3.91265 -2.97598 -1.92749 -0.191
N 2.71165 -2.76285 -1.16774 -0.062
C 2.63842 -2.13260 0.04418 -0.004
C 1.36352 -2.15459 0.52900 -0.165
C 0.84358 -1.54436 1.78735 -0.146
N -0.19162 -0.57214 1.48670 -0.156
C -0.95686 -0.18144 2.65788 -0.160
C -1.55607 1.21804 2.48936 -0.183
N -2.00697 1.40479 1.13028 -0.114
C -2.87614 2.55622 0.94024 -0.141
C -2.20416 3.89234 1.14782 -0.211
C -2.05540 4.42473 2.42365 -0.053
C -1.37391 5.61270 2.61975 -0.084
C -0.83039 6.28886 1.54061 -0.096
C -0.98540 5.77738 0.26395 -0.083
C -1.66878 4.58939 0.07018 -0.054
C -0.94121 1.27878 0.13660 -0.276
C -1.48831 0.45962 -1.04368 -0.115
C -0.65658 0.55942 -2.32299 -0.251
O 0.57508 -0.12030 -2.27155 -0.070
C 0.27484 0.58134 0.75194 -0.128
C 0.58032 -2.84612 -0.44349 -0.143
C -0.77287 -3.17497 -0.52951 -0.033
C -1.21488 -3.84920 -1.64507 -0.094
C -0.33620 -4.20644 -2.67301 -0.093
C 1.00620 -3.90079 -2.61191 -0.017
C 1.46364 -3.21492 -1.49084 -0.193
H 5.41609 -4.49412 -2.24617 0.071
H 3.80120 -5.13404 -1.91454 0.071
H 4.76547 -4.45540 -0.60263 0.075
H 4.63057 -2.19613 -1.66005 0.122
H 3.67695 -2.87347 -2.99079 0.121
H 3.51899 -1.70085 0.48210 0.133
H 1.68049 -1.10130 2.36005 0.128
H 0.38405 -2.32269 2.40696 0.129
H -0.33669 -0.18274 3.57152 0.119
H -1.75892 -0.91595 2.79203 0.119
H -2.41981 1.31204 3.15307 0.122
H -0.81637 1.97798 2.79852 0.115
H -3.71163 2.44744 1.63867 0.125
H -3.27365 2.50252 -0.07678 0.116
H -2.48750 3.90996 3.27014 0.108
H -1.26794 6.01336 3.61777 0.101
H -0.29639 7.21532 1.69347 0.099
H -0.57585 6.30652 -0.58449 0.102
H -1.80301 4.20715 -0.93254 0.110
H -0.61633 2.26722 -0.22582 0.134
H -1.55262 -0.58218 -0.72726 0.102
H -2.49754 0.80517 -1.27028 0.109
H -1.25351 0.17352 -3.16416 0.115
H -0.40425 1.60259 -2.53428 0.117
H 0.40068 -1.03649 -2.01751 0.059
H 0.84414 1.28394 1.38756 0.132
H 0.93594 0.25332 -0.04987 0.113
H -1.44673 -2.89865 0.26659 0.112
H -2.25834 -4.11352 -1.73533 0.098
H -0.72077 -4.73701 -3.53165 0.099
H 1.67487 -4.18547 -3.41051 0.106
```

SMILES: CCn1cc(CN2CCN(Cc3ccccc3)[C@H](CCO)C2)c2ccccc21
ΔE to the lowest compared entry with this formula, charge and spin in kJ/mol: 0.0
DFT total energy in Ha: -1172.63445

---

Question: Number 1 is which compound?
Answer: C24H31IMgN2O